DFT (ωB97M-V with the def2-TZVPD basis set) results for C11H25ClI2N3OP2Zr as an isolated structure in a non-equilibrium geometry.

Computed properties:
Maximum force ... 2.479 eV/Å
ΔE to the lowest compared entry with this formula, charge and spin ... 0.1033 eV
Lowest unoccupied orbital energy ... -11.408 eV
Calculated total energy ... -66889.708 eV
Highest occupied orbital energy ... -0.5563 hartree

The geometry in ORCA input format:
```
! RIJCOSX wB97M-V def2-TZVPD def2/J DEFGRID3
* xyz 3 1
I 0.129 -0.498 -6.671
I 0.130 2.190 -6.979
Zr 0.091 0.699 -0.385
P -2.420 1.375 -0.412
C -3.261 1.143 -1.970
C -3.027 0.046 0.677
H -4.103 0.135 0.819
H -4.081 2.883 0.499
H -2.560 0.091 1.664
H -2.501 3.053 1.300
H -2.957 0.198 -2.435
H -2.828 -0.955 0.280
C -3.001 2.891 0.341
H -4.347 1.145 -1.858
H -2.731 3.739 -0.294
H -2.974 1.941 -2.663
P 2.601 1.335 -0.415
C 3.487 1.138 -1.951
C 3.198 2.844 0.355
H 2.858 0.043 1.662
H 4.357 0.086 0.737
H 3.027 -0.967 0.256
C 3.272 0.022 0.650
H 2.698 3.013 1.311
H 4.275 2.827 0.525
H 4.572 1.140 -1.818
H 3.222 1.938 -2.650
H 2.959 3.704 -0.273
H 3.208 0.195 -2.433
Cl 0.053 2.251 1.523
C -1.344 -3.934 -0.479
N -0.643 -3.049 0.471
C -0.410 -3.525 1.742
C 0.168 -2.705 2.709
C 0.530 -1.408 2.330
N 0.320 -0.998 1.048
C -0.260 -1.823 0.157
O -0.469 -1.267 -1.023
N 1.183 -0.520 3.123
H -2.326 -3.554 -0.776
H -1.496 -4.850 0.089
H -0.744 -4.166 -1.363
H -0.717 -4.538 1.887
H 0.417 -3.025 3.719
H 1.320 -0.774 4.109
H 1.127 0.492 2.867
*
```

DFT (ωB97M-V with the def2-TZVPD basis set) results for C15H12AsF30NaO3 as an isolated structure in a non-equilibrium geometry.

Computed properties:
Maximum force ... 3.876 eV/Å
ΔE to the lowest compared entry with this formula, charge and spin ... 0.2818 eV
Lowest unoccupied orbital energy ... -0.044 eV
Calculated total energy ... -168675.852 eV
Highest occupied orbital energy ... -0.4340 hartree

The geometry in ORCA input format:
```
! RIJCOSX wB97M-V def2-TZVPD def2/J DEFGRID3
* xyz 0 1
Na 31.065 -24.974 -23.276
As 29.658 -25.354 -26.185
F 29.559 -23.614 -25.880
F 30.369 -25.011 -27.804
F 29.833 -27.137 -26.524
F 29.020 -25.616 -24.530
F 28.016 -25.480 -26.855
F 31.321 -25.345 -25.495
C 27.984 -29.369 -22.003
C 27.975 -28.223 -20.981
C 28.431 -26.923 -21.616
F 28.389 -25.861 -20.834
F 29.615 -26.943 -22.328
F 26.774 -28.128 -20.505
F 28.823 -28.551 -19.988
O 27.382 -29.002 -23.261
C 28.075 -29.487 -24.397
C 27.300 -29.055 -25.627
F 27.859 -29.363 -26.791
F 26.040 -29.499 -25.716
F 29.302 -28.890 -24.372
F 28.128 -30.868 -24.331
H 27.302 -30.132 -21.627
H 28.957 -29.859 -22.018
H 27.717 -26.650 -22.393
H 27.240 -27.968 -25.574
C 32.404 -27.459 -20.995
C 32.880 -28.272 -22.242
C 34.284 -27.806 -22.717
F 34.305 -26.515 -23.105
F 35.155 -27.991 -21.732
F 32.862 -29.569 -22.033
F 31.987 -28.203 -23.251
O 32.111 -26.114 -21.394
C 31.803 -25.238 -20.298
C 33.060 -24.996 -19.447
F 34.145 -24.682 -20.176
F 32.930 -24.046 -18.523
F 31.319 -24.134 -20.876
F 30.768 -25.823 -19.656
H 33.061 -27.537 -20.129
H 31.470 -27.957 -20.735
H 34.518 -28.514 -23.512
H 33.231 -25.872 -18.821
C 32.474 -21.627 -23.505
C 33.559 -22.698 -23.499
C 34.927 -22.055 -23.345
F 35.199 -21.352 -24.435
F 35.113 -21.249 -22.318
F 33.224 -23.565 -22.521
F 33.567 -23.485 -24.549
O 31.123 -22.233 -23.444
C 30.063 -21.360 -22.969
C 28.758 -22.134 -22.784
F 28.906 -23.399 -22.434
F 27.929 -21.591 -21.926
F 30.508 -20.918 -21.791
F 29.943 -20.287 -23.746
H 32.449 -21.003 -24.398
H 32.631 -20.903 -22.705
H 35.686 -22.831 -23.244
H 28.262 -22.178 -23.754
*
```

DFT (ωB97M-V with the def2-TZVPD basis set) results for C17H39FeO2P3 as an isolated structure in a non-equilibrium geometry.

Computed properties:
Maximum force ... 5.339 eV/Å
ΔE to the lowest compared entry with this formula, charge and spin ... 6.2321 eV
Lowest unoccupied orbital energy (spin up / spin down) ... -10.719 / -12.230 eV
Calculated total energy ... -84575.734 eV
Highest occupied orbital energy (spin up / spin down) ... -0.6532 / -0.6618 hartree

The geometry in ORCA input format:
```
! RIJCOSX wB97M-V def2-TZVPD def2/J DEFGRID3
* xyz 3 6
Fe 0.372 0.777 -2.856
P 1.430 0.800 0.143
P -1.266 1.877 -1.547
P 2.142 -0.808 -2.637
H -2.151 -1.208 -0.721
C -1.325 -1.954 -0.660
C -0.473 -1.989 0.386
H -0.598 -1.261 1.238
C 0.716 1.046 1.842
C 2.183 2.487 -0.082
C 2.930 -0.058 0.782
C -2.888 1.385 -2.197
C -1.640 2.822 0.011
C -0.550 3.119 -2.731
C 2.863 -2.250 -1.748
C 3.500 0.470 -2.839
C 1.834 -1.449 -4.327
H -1.119 -2.416 -1.649
H 0.538 -2.470 0.254
H 0.441 0.079 2.283
H -0.197 1.645 1.835
H 1.442 1.523 2.520
H 1.395 3.243 -0.187
H 2.768 2.476 -1.010
H 2.840 2.746 0.759
H 2.684 -1.098 1.007
H 3.293 0.398 1.709
H 3.752 -0.052 0.068
H -3.303 2.249 -2.735
H -3.504 1.062 -1.339
H -2.688 0.525 -2.873
H -2.353 3.627 -0.292
H -0.698 3.272 0.400
H -2.096 2.115 0.762
H -1.414 3.736 -3.052
H -0.106 2.551 -3.602
H 0.229 3.719 -2.210
H 3.436 -2.831 -2.497
H 2.008 -2.840 -1.349
H 3.521 -1.908 -0.925
H 4.089 0.118 -3.702
H 4.098 0.545 -1.907
H 3.003 1.441 -3.064
H 2.821 -1.516 -4.832
H 1.154 -0.729 -4.844
H 1.355 -2.444 -4.227
C -1.774 -1.279 -4.893
C -3.003 -0.800 -5.471
C -3.590 -1.497 -6.472
C -2.997 -2.591 -7.040
C -1.822 -3.067 -6.501
C -1.184 -2.465 -5.456
O -1.714 -0.980 -3.509
H -0.269 -0.486 -3.264
H -3.403 0.105 -4.963
H -4.520 -1.096 -6.826
H -3.477 -3.106 -7.868
H -1.355 -3.928 -6.937
H -0.277 -2.869 -4.984
O -2.432 0.990 2.405
H -3.110 0.350 2.259
H -2.835 1.608 3.069
*
```

DFT (ωB97M-V with the def2-TZVPD basis set) results for a 2-piece molecular cluster, CHFNO2S overall in a non-equilibrium geometry.

Computed properties:
Maximum force ... 3.615 eV/Å
ΔE to the lowest compared entry with this formula, charge and spin ... 5.5632 eV
Lowest unoccupied orbital energy ... 3.910 eV
Calculated total energy ... -20186.934 eV
Highest occupied orbital energy ... -0.1628 hartree

The geometry in ORCA input format:
```
! RIJCOSX wB97M-V def2-TZVPD def2/J DEFGRID3
* xyz -1 1
C -0.965 -1.297 -0.776
N 1.641 -1.311 -0.608
O 3.842 -0.422 0.276
O 2.049 1.171 0.305
F -1.100 -1.282 0.623
S 2.418 -0.186 -0.001
H -1.101 -0.082 -0.955
*
```

DFT (ωB97M-V with the def2-TZVPD basis set) results for C16H16Cl8OSn as an isolated structure in a non-equilibrium geometry.

Computed properties:
Maximum force ... 2.007 eV/Å
Lowest unoccupied orbital energy ... 3.446 eV
Calculated total energy ... -124912.477 eV
Highest occupied orbital energy ... -0.0046 hartree

The geometry in ORCA input format:
```
! RIJCOSX wB97M-V def2-TZVPD def2/J DEFGRID3
* xyz -2 1
C -1.059 0.677 -2.559
C -1.848 -0.503 -2.587
C -0.975 -1.621 -2.594
C -3.319 -0.559 -2.680
C 0.360 -1.140 -2.536
C 0.310 0.283 -2.497
C 1.455 1.193 -2.386
C -1.578 2.056 -2.623
C -1.391 -3.032 -2.698
C 1.572 -1.976 -2.540
Sn -0.321 0.646 1.702
Cl -3.057 -1.965 4.975
Cl -2.340 1.681 1.046
Cl -0.453 -1.536 0.815
H -3.769 0.344 -2.252
H -3.705 -1.435 -2.143
H -3.658 -0.641 -3.725
H -2.283 -3.215 -2.084
H -0.587 -3.694 -2.363
H -1.637 -3.299 -3.737
H 1.469 -2.807 -1.828
H 2.456 -1.387 -2.272
H 1.744 -2.404 -3.540
H 2.380 0.653 -2.607
H 1.864 1.300 0.934
H 1.355 2.023 -3.101
H -2.167 2.310 -1.729
H -2.231 2.188 -3.500
H -0.754 2.772 -2.706
O 0.973 1.540 0.617
H 1.533 1.617 -1.363
Cl -1.325 1.845 4.629
C 0.298 1.277 4.698
C 0.844 0.657 3.571
C 2.176 0.234 3.611
Cl 2.882 -0.510 2.216
C 2.972 0.421 4.762
Cl 4.629 -0.010 4.751
C 2.407 1.033 5.907
Cl 3.340 1.256 7.317
C 1.061 1.472 5.871
Cl 0.377 2.256 7.226
*
```

DFT (ωB97M-V with the def2-TZVPD basis set) results for the molecule C4H3PS in a non-equilibrium geometry.

Computed properties:
SMILES ... C=CP=C=C=S
Maximum force ... 3.637 eV/Å
ΔE to the lowest compared entry with this formula, charge and spin ... 0.3750 eV
Lowest unoccupied orbital energy ... -1.956 eV
Calculated total energy ... -24316.375 eV
Highest occupied orbital energy ... -0.3202 hartree

The geometry in ORCA input format:
```
! RIJCOSX wB97M-V def2-TZVPD def2/J DEFGRID3
* xyz 0 1
C 1.197 0.078 0.536
C 0.002 -0.236 1.101
P -1.405 -1.341 0.436
C -1.456 -0.875 -1.163
C -0.978 0.170 -1.623
S -0.323 1.494 -2.106
H 1.811 0.609 1.251
H 1.307 0.014 -0.568
H -0.155 0.086 2.136
*
```

DFT (ωB97M-V with the def2-TZVPD basis set) results for C10H19N2O11P2ReSb as an isolated structure.

Computed properties:
Maximum force ... 0.697 eV/Å
ΔE to the lowest compared entry with this formula, charge and spin ... 0.4716 eV
Lowest unoccupied orbital energy (spin up / spin down) ... -8.584 / -8.224 eV
Calculated total energy ... -63416.372 eV
Highest occupied orbital energy (spin up / spin down) ... -0.5711 / -0.5608 hartree

The geometry in ORCA input format:
```
! RIJCOSX wB97M-V def2-TZVPD def2/J DEFGRID3
* xyz 2 2
Re -0.451 0.084 0.110
O 1.711 -2.979 4.703
C 2.675 -2.683 3.839
O 3.816 -2.997 3.991
C 2.303 -1.932 2.591
C 3.240 -1.547 1.655
N 2.604 -0.860 0.689
N 1.287 -0.832 0.918
C 1.090 -1.470 2.072
C -0.314 -1.483 2.525
O -0.760 -2.072 3.450
O -1.103 -0.743 1.663
H 0.830 -2.641 4.466
H 4.309 -1.704 1.650
H 2.999 -0.443 -0.141
C 0.123 4.544 -1.760
C -0.605 3.617 -0.791
O -1.802 4.162 -0.252
P 0.423 3.192 0.682
O 0.372 4.406 1.650
O 1.923 3.091 0.239
O -0.051 1.871 1.248
P -1.087 2.020 -1.564
O -1.479 2.292 -3.041
O -2.078 1.212 -0.738
O 0.208 1.118 -1.459
H 0.449 5.447 -1.239
H -0.546 4.833 -2.571
H 0.996 4.062 -2.199
H -1.979 5.029 -0.642
H -0.457 4.608 2.108
H 2.502 3.845 0.416
H -2.400 2.188 -3.319
C -0.270 -3.887 -0.442
Sb -1.178 -2.154 -1.245
C -3.258 -2.439 -1.033
C -0.763 -2.174 -3.315
H -0.611 -4.758 -1.003
H -0.561 -4.008 0.601
H 0.813 -3.813 -0.517
H -3.549 -3.363 -1.526
H -3.783 -1.600 -1.480
H -3.503 -2.495 0.024
H -1.123 -3.112 -3.736
H 0.308 -2.089 -3.477
H -1.270 -1.341 -3.797
*
```

DFT (ωB97M-V with the def2-TZVPD basis set) results for the molecule C4H10O2.

Computed properties:
SMILES ... CO[C@@H](C)CO
Maximum force ... 0.387 eV/Å
ΔE to the lowest compared entry with this formula, charge and spin ... 1.1623 eV
Lowest unoccupied orbital energy ... 0.958 eV
Calculated total energy ... -8404.385 eV
Highest occupied orbital energy ... -0.3538 hartree

The geometry in ORCA input format:
```
! RIJCOSX wB97M-V def2-TZVPD def2/J DEFGRID3
* xyz 0 1
C 1.630 1.138 0.282
O 1.039 -0.105 0.550
C -0.047 -0.469 -0.288
C -0.248 -1.964 -0.094
C -1.320 0.311 0.044
O -1.362 1.614 -0.509
H 2.587 1.157 0.808
H 1.808 1.286 -0.792
H 1.034 1.988 0.651
H 0.214 -0.249 -1.336
H 0.689 -2.492 -0.286
H -1.017 -2.343 -0.774
H -0.553 -2.179 0.935
H -2.183 -0.216 -0.375
H -1.438 0.328 1.138
H -0.833 2.196 0.046
*
```